(1)
DFT (ωB97M-V/def2-TZVPD) results for a 6-piece molecular cluster, C9H16Cl10O3 overall.

Results
E_HOMO = -10.84 eV
SMILES string = C[C@H]1COC(=O)O1.ClCCl.ClCCl.ClCCl.ClCCl.ClCCl
spin multiplicity = 1
HOMO-LUMO gap = 11.030 eV
charge = 0

Structure (XYZ):
```
38
Properties=species:S:1:pos:R:3:forces:R:3:lowdin_charge:R:1
C 0.4563 2.0667 -2.2956 0.2268 -0.5163 0.6948 -0.0666
C 1.1921 1.4031 -3.4312 -0.4154 0.8817 -0.5772 -0.3321
C 0.3811 1.3918 -4.7321 -0.3138 -0.1398 -0.6770 -0.1226
O 1.1510 2.1445 -5.6837 -0.3399 -0.1624 0.1787 0.0718
C 2.3165 2.4959 -5.1255 0.5819 -0.0417 -0.4163 -0.5804
O 3.2450 2.9450 -5.7238 -0.3272 0.1577 0.2848 0.1610
O 2.2998 2.2367 -3.8096 0.5961 -0.3298 0.6331 0.0843
H -0.0405 2.9963 -2.5641 0.1015 0.0240 -0.1618 0.0989
H 1.1760 2.2414 -1.4927 -0.0576 0.2305 -0.0244 0.0595
H -0.2753 1.3602 -1.8972 -0.1105 0.2182 -0.1027 0.0294
H 1.5319 0.4122 -3.1300 0.2601 0.1066 -0.1422 0.1355
H -0.5854 1.8771 -4.5998 -0.0112 -0.0126 -0.0696 0.1282
H 0.2369 0.4183 -5.1987 -0.0563 -0.1271 0.3163 0.1092
Cl 1.6475 -2.2154 5.9727 0.0604 -0.0510 0.3502 0.5248
C 0.3807 -2.7147 4.8741 -0.2791 -0.4865 0.0190 -1.0625
Cl -1.0924 -1.7386 5.0152 0.0911 0.2896 -0.0528 0.5091
H 0.7938 -2.6733 3.8740 -0.2292 0.1509 -0.0852 -0.0242
H 0.0508 -3.7221 5.1040 0.2984 -0.0518 0.0720 0.0264
Cl -2.9947 -5.4660 2.1671 -0.1650 -0.3303 -0.1216 0.5279
C -3.1993 -3.7531 1.8483 0.4052 0.0951 0.4958 -0.9869
Cl -1.5854 -2.9823 1.7456 -0.3369 -0.0181 -0.1213 0.5174
H -3.7440 -3.5876 0.9284 0.1410 -0.0343 -0.0914 -0.0108
H -3.7094 -3.3328 2.7076 0.0246 0.1655 -0.0962 0.0279
Cl 0.7258 0.5818 0.7148 0.0228 -0.0144 0.0829 0.5867
C 0.6390 -0.5280 2.0975 0.5883 0.0357 0.1567 -1.0282
Cl 1.9986 -0.3255 3.2181 -0.0641 0.0561 -0.2401 0.5329
H -0.2678 -0.3521 2.6627 -0.1080 -0.0219 -0.1887 -0.0225
H 0.7321 -1.5284 1.6914 -0.2413 -0.0064 0.0290 -0.0113
Cl -3.0573 -1.8380 -1.0995 -0.0916 0.3835 -0.2734 0.5356
C -1.3578 -1.4232 -1.3851 0.1868 -0.8568 0.2544 -1.0202
Cl -1.0146 -0.9769 -3.0620 -0.2465 -0.0588 0.1532 0.6195
H -1.0244 -0.6646 -0.6852 -0.2608 0.2350 -0.2634 -0.0397
H -0.8142 -2.3405 -1.1813 0.0991 0.0687 -0.0837 0.0134
Cl -0.5235 2.6884 3.1852 -0.3521 0.1860 0.0472 0.5127
C 0.7176 3.6579 2.3920 0.6635 -0.7306 -0.0333 -0.9965
Cl 2.3201 3.1176 2.9712 -0.0871 0.5437 -0.0237 0.4757
H 0.7253 3.4173 1.3356 -0.2797 0.1846 -0.0283 -0.0132
H 0.5682 4.7108 2.5913 0.0257 -0.0225 0.1063 0.0299
```
Forces are in eV/Å.

---

(2)
DFT (ωB97M-V/def2-TZVPD) results for C7H13OP as an isolated structure.

Results
E_HOMO = -7.93 eV
spin multiplicity = 1
HOMO-LUMO gap = 8.593 eV
ΔE to the lowest compared entry with this formula, charge and spin = 117.09 kcal/mol
charge = 0

Structure (XYZ):
```
22
Properties=species:S:1:pos:R:3:forces:R:3:lowdin_charge:R:1
C -0.7187 -0.0689 3.7167 0.7743 -1.1574 0.3598 0.0171
C -2.3883 0.7181 -1.8964 1.7824 -3.1992 0.3653 -0.0602
C -0.6805 0.4582 2.5156 -0.5658 -1.4338 -1.5315 -0.1415
C 0.9270 -0.8855 0.9087 1.0840 -1.8411 1.8557 -0.1348
C -0.3919 -0.3189 1.2702 0.0790 0.6759 0.6816 -0.3083
C 0.4148 0.2924 0.1871 -0.6488 -1.3252 -1.0066 -0.3531
C 1.5821 -0.0617 -2.2593 -2.1062 2.9188 -2.1153 -0.1928
O -0.2608 -1.6177 -1.6092 -2.1399 -1.9512 0.7935 -0.2936
P -0.0958 -0.0264 -1.5439 -1.9441 1.6556 -0.4513 0.8703
H -1.0877 0.5827 4.4307 -0.7821 0.8979 1.7748 0.0249
H -0.4248 -1.0794 4.0882 0.0579 0.9492 -0.8421 0.0880
H -2.4323 0.8288 -2.9670 0.1744 -0.1808 -0.9485 -0.1157
H -2.1927 1.6742 -1.5685 0.4378 2.6575 1.1312 -0.1622
H -1.2641 1.3376 2.2949 0.3540 0.7197 0.3486 0.1082
H 1.7243 -0.8984 1.6739 -0.3909 0.9764 -0.4547 0.1241
H 0.9843 -1.8686 0.4850 -0.4543 -0.1972 -0.7443 0.0919
H -1.2801 -0.7684 0.9277 -0.9119 -0.9724 -0.4382 0.1168
H 0.8726 1.1489 0.5208 0.9774 2.3432 -0.0964 0.0968
H 1.9826 -0.7029 -1.5870 2.4462 -1.3323 2.1161 -0.0036
H 1.6221 -0.5110 -3.2119 -0.4347 -0.8729 -1.1788 0.0311
H 1.9328 0.9613 -2.4977 0.3663 -0.5398 1.1357 0.0716
H -1.1666 -1.9851 -1.3237 1.8449 1.2091 -0.7546 0.1252
```
Forces are in eV/Å.

---

(3)
DFT (ωB97M-V/def2-TZVPD) results for C3H2N2O2 as an isolated structure.

Results
E_HOMO = -9.92 eV
spin multiplicity = 1
HOMO-LUMO gap = 9.645 eV
ΔE to the lowest compared entry with this formula, charge and spin = 105.12 kcal/mol
charge = 0

Structure (XYZ):
```
9
Properties=species:S:1:pos:R:3:forces:R:3:lowdin_charge:R:1
O 1.0507 0.9561 -0.8190 0.0935 -0.3939 -0.2115 -0.0070
C 1.5524 -0.0034 -1.5958 0.0935 0.2911 -0.1613 0.1641
C 0.1443 0.3917 0.0232 -0.3677 -0.1277 0.1860 -0.5059
N -1.0843 0.1393 -0.2528 0.2653 0.0441 0.0649 0.1934
C -1.4538 -0.5138 0.8932 -0.0568 -0.1038 0.3104 -0.1745
N -0.5266 -0.6279 1.8003 -0.3922 0.0052 -0.1400 0.1092
O 0.5687 0.0042 1.2089 0.1455 0.1281 -0.2295 0.0694
H 2.1891 0.5706 -2.2956 0.1122 0.0892 0.0944 0.0290
H -2.4410 -0.9295 1.0362 0.1069 0.0678 0.0866 0.1223
```
Forces are in eV/Å.

---

(4)
DFT (ωB97M-V/def2-TZVPD) results for C5H6Cl2EuO4Rh as an isolated structure.

Results
E_HOMO (alpha / beta) = -23.58 / -23.89 eV
spin multiplicity = 11
HOMO-LUMO gap (alpha / beta) = 5.413 / 3.136 eV
expectation value of S² = 30.016
charge = +4

Structure (XYZ):
```
19
Properties=species:S:1:pos:R:3:forces:R:3:lowdin_charge:R:1
Rh 3.3557 2.4126 -0.0844 0.9091 -4.1391 3.2946 0.9895
Eu -0.6896 -0.2725 -0.2060 -2.0363 1.0560 3.0206 1.4133
Cl 3.1989 1.7586 2.1959 0.3703 -0.0879 0.3910 0.5806
Cl 1.6499 -0.3753 -1.2377 2.7526 -0.1891 -1.1586 0.3897
C -1.7764 -0.8787 -2.2024 -3.9099 -3.0571 -7.8748 -0.0551
C 3.2240 4.0895 0.5651 -2.2931 7.7839 3.4579 -0.1722
C 3.2321 2.7941 -1.8476 -0.6074 2.8607 -8.0878 -0.1407
O -2.2351 -1.2648 -3.2000 2.3770 2.0871 5.2458 0.2167
O 2.9143 5.0508 1.1390 1.9266 -4.6243 -2.9919 0.3294
O 3.0638 3.0334 -2.9556 0.6770 -1.0356 3.9821 0.3249
C -1.9095 -3.1750 2.8082 0.0894 0.1687 -0.5116 -0.0063
C -1.7131 -2.2786 1.5642 -1.0598 -0.9684 0.9044 -0.2843
O -0.7922 -1.1908 1.8559 0.3698 0.2752 -0.2039 -0.2728
H -0.9774 -3.6875 3.0573 -0.0087 -0.0099 -0.0978 0.1049
H -2.6753 -3.9400 2.6376 0.1450 0.2080 -0.1148 0.1197
H -2.2211 -2.5799 3.6696 -0.0979 0.0933 -0.1353 0.1090
H -1.3270 -2.8416 0.7177 0.4153 -0.4481 -0.1887 0.1066
H -2.6618 -1.8388 1.2333 -0.1241 0.1665 0.3149 0.1237
H -0.3847 -1.3281 2.7093 0.1051 -0.1399 0.7538 0.1234
```
Forces are in eV/Å.

---

(5)
DFT (ωB97M-V/def2-TZVPD) results for an isolated ion of composition C3H9N2S and charge -1.

Results
E_HOMO = -2.35 eV
SMILES string = NCNCC[S-]
spin multiplicity = 1
HOMO-LUMO gap = 6.430 eV
ΔE to the lowest compared entry with this formula, charge and spin = 19.34 kcal/mol
charge = -1

Structure (XYZ):
```
15
Properties=species:S:1:pos:R:3:forces:R:3:lowdin_charge:R:1
N 1.1909 0.4507 2.1625 0.3714 0.1730 -0.1298 -0.0169
C 1.3356 0.1191 0.7314 0.0994 -0.0108 1.3104 -0.3567
N 0.2802 -0.6934 0.2154 -0.5715 0.1845 -0.4606 -0.0855
C -0.9270 0.0398 -0.2764 0.5258 -0.9853 0.4125 -0.3299
C -1.2713 -0.2834 -1.7370 -0.1951 1.6489 -0.1205 -0.7483
S -1.1132 1.2112 -2.8243 0.0285 -0.2172 0.0733 0.0152
H 1.1163 -0.3942 2.7118 -0.2598 -0.0868 -0.0360 0.0426
H 0.3607 1.0090 2.3090 -0.1086 -0.0880 0.0123 0.0443
H 2.2626 -0.4124 0.6522 0.5943 -0.5462 -0.1165 0.0922
H 1.5330 1.0786 0.2760 -0.4471 0.4035 -0.7339 0.1025
H 0.5924 -1.3363 -0.4963 0.1847 0.1194 -0.0773 0.0782
H -1.7536 -0.2654 0.3768 -0.1123 0.3169 -0.0127 0.0839
H -0.7151 1.1006 -0.1618 -0.2784 0.1570 -0.0730 0.0563
H -0.5847 -1.0154 -2.1252 0.1124 -0.6647 -0.0735 0.0075
H -2.3068 -0.6084 -1.8142 0.0565 -0.4042 0.0253 0.0146
```
Forces are in eV/Å.

---

(6)
DFT (ωB97M-V/def2-TZVPD) results for a 2-piece molecular cluster, C8H14N3O overall.

Results
E_HOMO (alpha / beta) = -9.32 / -13.83 eV
spin multiplicity = 3
HOMO-LUMO gap (alpha / beta) = 7.018 / 7.858 eV
expectation value of S² = 2.009
ΔE to the lowest compared entry with this formula, charge and spin = 35.84 kcal/mol
charge = +1

Structure (XYZ):
```
26
Properties=species:S:1:pos:R:3:forces:R:3:lowdin_charge:R:1
C 3.1642 -1.0806 -0.1129 2.9858 0.4578 0.8874 -0.0545
C 2.4198 -0.8729 -1.1857 -6.4165 -1.0427 -1.1697 0.0896
C 1.1568 -1.9052 0.4576 -1.5046 3.4944 -1.3033 -0.0578
C -1.4387 1.2603 -0.4420 1.3250 -0.3563 -0.4884 -0.2653
C -3.7443 2.9230 0.4039 -3.7409 0.3342 0.9522 -0.0738
C 3.0152 -1.7446 2.2342 -2.3273 -5.3867 -0.8098 0.0370
C 0.0742 -1.3780 -1.7245 -4.5058 -0.7198 -3.8031 -0.0528
C -3.3062 2.5224 -0.9563 -0.6683 1.0795 2.6246 -0.1813
N -0.7858 0.3242 -0.2079 -1.3313 1.4292 0.8052 0.1847
N 2.5138 -1.6915 0.8880 -0.8669 0.5085 -1.2488 -0.0573
N 1.0840 -1.4142 -0.9367 10.8039 1.1908 3.4681 -0.1703
O -1.8835 2.3745 -0.8869 0.3855 -0.1563 -0.7179 0.0577
H 4.1921 -0.7409 -0.1759 0.0273 -0.3090 1.0316 0.1527
H 2.5595 -0.2521 -2.0425 0.4297 -0.0651 -0.4717 0.1407
H 0.8322 -2.8750 0.4029 -0.7443 -2.7711 0.7797 0.1238
H -4.8960 3.0695 0.5900 2.0892 -0.0818 -1.0152 0.1438
H -3.5186 2.3051 1.2050 0.5583 -2.5232 1.0475 0.0500
H -3.2598 3.7409 0.8138 0.8336 2.5145 -0.1415 0.0594
H 2.6109 -1.0469 2.8450 -1.2717 2.3739 1.8003 0.0728
H 2.7631 -2.8180 2.6642 0.6531 2.1766 -0.7202 0.1659
H 4.0024 -1.6551 2.0683 3.6124 0.3311 0.3987 0.0608
H 0.3016 -0.9375 -2.7316 -1.1280 -0.7591 1.1293 0.1141
H -0.7973 -1.8712 -1.2479 0.2478 0.6189 -1.5395 0.1003
H -3.6748 3.2719 -1.5898 0.7776 1.1780 -1.5116 0.1201
H -3.8059 1.6654 -1.2128 -0.6270 -2.5478 -0.9212 0.1030
H 0.4210 -1.1735 0.8806 0.4034 -0.9687 0.9374 0.1368
```
Forces are in eV/Å.

---

no.,E_tot (Eh)
1,-5180.161599
2,-690.902451
3,-375.344002
4,-2234.336186
5,-627.409702
6,-552.252521